Entry 1:
A molecular structure, C49H112Br9NO at a distorted geometry. Source: OMol25; level of theory: ωB97M-V/def2-TZVPD.

```
172
Properties=species:S:1:pos:R:3:lowdin_charge:R:1
C 2.530 4.400 1.166 -1.5250
Br 0.984 4.944 2.260 0.5782
Br 3.823 3.415 2.250 0.6613
Br 3.331 5.914 0.250 0.6191
H 2.059 3.725 0.462 -0.0669
C 1.871 3.362 5.919 -1.4814
Br 0.503 2.929 7.294 0.6185
Br 3.381 2.150 6.143 0.7602
Br 2.490 5.215 6.171 0.5345
H 1.380 3.290 4.955 -0.0603
C 3.962 -1.205 -0.932 -1.4270
Br 5.797 -1.419 -0.228 0.5729
Br 2.695 -2.497 -0.191 0.7736
Br 3.993 -1.309 -2.882 0.6657
H 3.532 -0.228 -0.726 -0.1576
C -1.602 0.554 8.353 -0.1505
C -2.278 -0.113 7.140 -0.2490
C -1.447 -1.202 6.419 -0.1941
C -1.656 -1.277 4.916 -0.2615
C -0.501 -1.999 4.233 -0.2134
C -0.846 -2.269 2.757 -0.1107
H -1.677 -0.067 9.246 0.0718
H -1.996 1.521 8.661 0.0581
H -0.572 0.662 8.007 -0.0206
H -3.245 -0.568 7.379 0.1030
H -2.548 0.670 6.426 0.0941
H -1.474 -2.146 6.965 0.1142
H -0.416 -0.862 6.597 0.1000
H -2.592 -1.835 4.784 0.1308
H -1.865 -0.335 4.407 -0.0826
H 0.398 -1.385 4.332 0.0688
H -0.268 -2.969 4.675 0.1174
H -0.051 -2.750 2.184 0.0910
H -1.706 -2.932 2.622 0.0734
H -1.169 -1.380 2.208 0.0484
C -2.458 0.526 3.469 -0.1237
C -2.747 1.959 2.988 -0.1843
C -2.197 2.249 1.572 -0.2161
C -2.900 3.412 0.893 -0.2404
C -2.237 3.812 -0.420 -0.2376
C -2.199 2.636 -1.446 -0.0971
H -2.343 -0.122 2.596 0.0789
H -3.270 0.139 4.084 0.1082
H -1.513 0.429 4.003 0.0723
H -3.834 2.064 3.035 0.1024
H -2.358 2.691 3.698 0.1091
H -2.209 1.426 0.856 0.0863
H -1.152 2.525 1.748 0.0905
H -3.961 3.198 0.710 0.1106
H -2.991 4.279 1.557 0.1119
H -2.754 4.651 -0.881 0.1083
H -1.200 4.040 -0.166 0.0698
H -1.471 1.853 -1.235 0.0488
H -3.201 2.243 -1.629 0.0687
H -1.888 3.035 -2.415 0.0512
C -7.023 1.000 -6.127 -0.1317
C -6.052 1.002 -4.956 -0.2713
C -5.956 -0.381 -4.300 -0.2241
C -4.698 -0.593 -3.435 -0.2220
C -3.439 -0.707 -4.292 -0.2532
C -2.264 -1.319 -3.547 -0.1022
H -6.847 0.232 -6.886 0.0694
H -6.990 1.954 -6.654 0.0675
H -8.049 0.770 -5.825 0.0716
H -5.104 1.372 -5.356 0.0970
H -6.387 1.774 -4.259 0.1071
H -6.047 -1.147 -5.072 0.1075
H -6.821 -0.460 -3.635 0.1090
H -4.715 0.271 -2.763 0.1026
H -4.863 -1.474 -2.813 0.0961
H -3.630 -1.330 -5.174 0.1123
H -3.246 0.225 -4.829 0.0996
H -2.001 -0.788 -2.630 0.0545
H -2.339 -2.390 -3.382 0.0705
H -1.366 -1.150 -4.153 0.0479
C 0.845 0.221 -5.950 -0.0996
C 1.902 0.976 -5.151 -0.2812
C 1.460 2.306 -4.557 -0.2135
C 2.422 2.955 -3.570 -0.2251
C 2.140 4.362 -3.114 -0.2481
C 0.814 4.435 -2.336 -0.1129
H 0.419 0.932 -6.670 0.0746
H -0.041 -0.099 -5.398 0.0483
H 1.293 -0.577 -6.538 0.0628
H 2.163 0.307 -4.324 0.0291
H 2.789 1.019 -5.787 0.1142
H 0.530 2.044 -4.037 0.1041
H 1.124 2.961 -5.367 0.1218
H 2.602 2.305 -2.706 0.0727
H 3.439 2.927 -3.984 0.1214
H 2.917 4.813 -2.498 0.0611
H 2.009 4.987 -4.002 0.1112
H 0.553 5.446 -2.011 0.0762
H -0.035 4.170 -2.969 0.0606
H 0.802 3.806 -1.443 0.0452
C 0.765 -3.827 -2.723 -0.1472
C 1.783 -4.278 -3.769 -0.2791
C 1.460 -3.827 -5.190 -0.2229
C 2.605 -4.183 -6.141 -0.2327
C 2.320 -4.155 -7.649 -0.2825
C 3.448 -4.699 -8.493 -0.1243
H 0.829 -2.739 -2.788 0.0551
H 0.882 -4.157 -1.695 0.0230
H -0.214 -4.193 -3.046 0.0737
H 2.751 -3.801 -3.582 0.0491
H 2.034 -5.341 -3.755 0.1101
H 1.177 -2.773 -5.244 0.0980
H 0.598 -4.412 -5.533 0.1151
H 3.524 -3.600 -6.017 0.1123
H 2.839 -5.217 -5.866 0.1115
H 1.470 -4.835 -7.787 0.1040
H 1.956 -3.170 -7.948 0.1035
H 4.331 -4.071 -8.333 0.0709
H 3.775 -5.712 -8.254 0.0731
H 3.199 -4.680 -9.554 0.0681
C 3.521 -0.439 2.677 -0.1714
C 3.867 -0.268 4.165 -0.2824
C 5.364 -0.263 4.417 -0.2096
C 5.754 -0.092 5.892 -0.2272
C 7.239 0.275 6.070 -0.2520
C 7.559 1.759 5.743 -0.1067
H 2.433 -0.471 2.574 -0.0347
H 4.021 -1.324 2.293 0.0633
H 3.739 0.449 2.075 0.0568
H 3.366 0.591 4.622 -0.0499
H 3.383 -1.131 4.636 0.1321
H 5.840 0.431 3.720 0.1111
H 5.680 -1.261 4.091 0.1184
H 5.126 0.705 6.296 -0.0220
H 5.560 -1.031 6.410 0.1154
H 7.489 0.212 7.134 0.0963
H 7.981 -0.345 5.565 0.1047
H 7.244 1.933 4.713 0.0585
H 6.982 2.412 6.399 0.0644
H 8.611 1.994 5.891 0.0670
C -6.596 -0.329 1.883 -0.0996
C -5.415 -0.396 0.918 -0.2632
C -4.526 -1.616 1.139 -0.2190
C -3.396 -1.721 0.100 -0.2099
C -2.384 -2.830 0.339 -0.2659
C -1.241 -2.879 -0.670 -0.1059
H -7.212 -1.225 1.792 0.0729
H -7.272 0.471 1.573 0.0675
H -6.243 -0.162 2.899 0.0684
H -5.740 -0.430 -0.126 0.1015
H -4.725 0.453 0.965 0.0932
H -5.082 -2.560 1.121 0.1176
H -4.140 -1.608 2.164 0.0994
H -3.886 -1.871 -0.864 0.0944
H -2.761 -0.828 0.037 0.0997
H -1.953 -2.768 1.343 0.0106
H -2.956 -3.765 0.349 0.1209
H -0.867 -1.873 -0.862 0.0521
H -0.419 -3.480 -0.278 0.0557
H -1.506 -3.329 -1.626 0.0470
C 1.190 -0.023 -1.543 -0.0820
C 1.692 0.716 -0.279 -0.3506
C 1.418 0.000 1.028 -0.2202
O 1.745 0.872 2.103 -0.2419
C 1.379 0.267 3.330 -0.1517
N 3.115 1.072 -0.377 0.0482
H 0.101 -0.037 -1.502 0.0654
H 1.600 -1.032 -1.615 -0.0495
H 1.485 0.488 -2.461 0.0432
H 1.109 1.649 -0.300 0.1215
H 2.084 -0.871 1.094 -0.0126
H 0.383 -0.346 1.124 0.1306
H 0.357 -0.122 3.360 0.0681
H 1.594 0.961 4.136 0.0941
H 1.924 -0.672 3.495 0.0690
H 3.366 1.380 0.554 0.0244
H 3.243 1.769 -1.095 0.0925
```

Calculated values
E_tot in eV: -686538.379
ΔE to the lowest compared entry with this formula, charge and spin in eV: 7.0864
Frontier orbital gap in eV: 8.6



Entry 2:
2 unconnected molecules or ions with the total composition C5H6O2. Source: OMol25; level of theory: ωB97M-V/def2-TZVPD.

```
13
Properties=species:S:1:pos:R:3:lowdin_charge:R:1
C -1.871 -0.183 -0.279 -0.0302
C -0.404 -0.124 -0.007 -0.3344
O 0.338 -1.278 -0.334 0.0224
C 1.553 -0.832 0.106 -0.4593
O 1.644 -1.130 1.347 0.0456
C 1.753 0.521 -0.335 0.0118
C 0.466 0.983 -0.316 -0.0239
H -2.316 -1.058 0.200 0.0853
H -2.350 0.718 0.118 0.0876
H -2.077 -0.234 -1.354 0.0909
H 0.452 -0.538 1.479 0.2653
H 2.675 1.078 -0.263 0.1159
H 0.144 2.017 -0.355 0.1230
```

Calculated values
E_tot in eV: -9372.407
ΔE to the lowest compared entry with this formula, charge and spin in eV: 4.6889
Frontier orbital gap (alpha / beta) in eV: 8.5 / 8.5



Entry 3:
C25H31N3O6 in the gas phase. Source: OMol25; level of theory: ωB97M-V/def2-TZVPD.

```
65
Properties=species:S:1:pos:R:3:lowdin_charge:R:1
C -4.367 -2.804 -1.582 -0.0851
H -4.886 -2.876 -0.619 0.0896
O -3.367 -1.817 -1.569 -0.1283
C -2.251 -2.020 -0.784 -0.1989
C -2.168 -3.038 0.157 -0.0115
C -1.048 -3.210 0.949 -0.0301
C 0.035 -2.356 0.826 -0.2144
C -0.040 -1.344 -0.118 0.0275
C -1.154 -1.153 -0.930 -0.1881
O -1.022 -0.106 -1.791 -0.0632
C -2.041 0.236 -2.703 -0.0660
H -2.232 -0.571 -3.415 0.0963
H -1.660 1.108 -3.233 0.0972
H -2.970 0.501 -2.195 0.0879
H 0.777 -0.658 -0.273 0.1092
C 1.260 -2.525 1.687 -0.0478
C 2.488 -2.679 0.794 -0.4882
O 2.854 -3.747 0.353 0.0703
N 3.119 -1.514 0.540 0.0988
H 2.752 -0.638 0.878 0.1116
C 4.169 -1.370 -0.444 -0.2954
C 5.381 -0.667 0.166 -0.1114
C 4.994 0.725 0.691 -0.1832
N 3.744 1.190 0.096 -0.2042
C 3.510 2.593 0.398 -0.1083
C 2.080 2.998 0.033 -0.4648
O 1.830 3.959 -0.658 0.0776
N 1.169 2.164 0.594 0.1445
C -0.225 2.161 0.470 -0.2157
C -0.940 1.267 1.258 0.0467
C -2.319 1.179 1.152 -0.1965
C -3.000 2.026 0.275 -0.2116
C -2.278 2.922 -0.504 0.0063
C -0.903 2.988 -0.420 -0.0063
H -0.352 3.680 -1.033 0.1028
H -2.822 3.559 -1.182 0.1252
O -4.369 2.004 0.155 -0.0283
C -5.006 1.313 1.204 -0.1454
C -4.284 -0.006 1.475 -0.1411
H -4.774 -0.575 2.266 0.1355
O -2.968 0.243 1.916 -0.0161
H -4.262 -0.595 0.550 0.1205
H -6.036 1.146 0.887 0.1326
H -4.996 1.925 2.118 0.1391
H -0.445 0.604 1.951 0.1278
H 1.547 1.415 1.158 0.1321
H 4.203 3.262 -0.136 0.1349
H 3.647 2.748 1.473 0.1335
C 3.749 0.954 -1.344 -0.1586
C 3.665 -0.550 -1.640 -0.0980
H 4.266 -0.782 -2.520 0.1163
H 2.636 -0.842 -1.856 0.1115
H 2.891 1.470 -1.779 0.1239
H 4.658 1.384 -1.796 0.1298
H 4.847 0.694 1.775 0.1204
H 5.814 1.433 0.487 0.1218
H 6.144 -0.580 -0.607 0.1163
H 5.792 -1.267 0.978 0.1175
H 4.430 -2.385 -0.760 0.1469
H 1.157 -3.427 2.290 0.1228
H 1.383 -1.666 2.350 0.1168
H -1.027 -4.017 1.665 0.1126
H -2.996 -3.717 0.285 0.1050
H -5.077 -2.486 -2.345 0.0969
H -3.962 -3.785 -1.849 0.1005
```

Calculated values
E_tot in eV: -43183.377
SMILES string: COc1ccc(CC(=O)NC2CCN(CC(=O)Nc3ccc4c(c3)OCCO4)CC2)cc1OC
ΔE to the lowest compared entry with this formula, charge and spin in eV: 0.9897
Frontier orbital gap in eV: 8.5



Entry 4:
11 unconnected molecules or ions with the total composition H20NO16S2 at a distorted geometry. Source: OMol25; level of theory: ωB97M-V/def2-TZVPD.

```
39
Properties=species:S:1:pos:R:3:lowdin_charge:R:1
N -9.819 14.205 -11.872 0.3717
H -10.016 13.219 -11.968 0.1291
H -10.034 14.553 -12.795 0.1380
H -8.841 14.363 -11.674 0.1371
H -10.457 14.554 -11.171 0.1448
S -10.991 17.107 -15.830 -0.0001
O -11.369 17.785 -14.623 -0.4524
O -9.839 17.849 -16.408 -0.5186
O -10.476 15.798 -15.555 -0.4929
O -12.128 17.104 -16.713 -0.4662
S -11.186 16.771 -7.720 0.0503
O -12.255 17.672 -7.276 -0.4759
O -11.733 16.026 -8.817 -0.4911
O -10.075 17.506 -8.337 -0.4836
O -10.680 15.868 -6.657 -0.5029
O -6.082 15.445 -11.837 -0.0429
H -5.795 16.095 -12.478 0.0364
H -5.729 14.616 -12.161 0.0179
O -14.347 17.624 -11.619 -0.0750
H -13.746 17.403 -10.908 0.0266
H -13.817 17.551 -12.413 0.0236
O -8.342 12.576 -16.597 -0.0659
H -8.974 13.267 -16.398 0.0298
H -7.715 12.988 -17.191 0.0258
O -13.173 11.700 -13.003 -0.0615
H -13.387 11.575 -13.928 0.0277
H -13.757 12.400 -12.714 0.0385
O -14.122 12.649 -7.508 -0.0674
H -13.521 13.385 -7.622 0.0368
H -14.066 12.434 -6.577 0.0161
O -10.361 10.692 -9.987 -0.0470
H -9.880 9.866 -10.037 0.0249
H -11.230 10.486 -10.332 0.0303
O -8.178 13.425 -7.952 -0.0659
H -8.573 12.765 -8.522 -0.0026
H -8.923 13.869 -7.547 0.0234
O -7.248 10.486 -13.468 -0.0578
H -7.715 10.909 -14.187 0.0181
H -6.331 10.485 -13.745 0.0230
```

Calculated values
E_tot in eV: -56241.041
Charge: -3
Frontier orbital gap in eV: 3.2